(a)
201
Properties=species:S:1:pos:R:3:mulliken_charge:R:1 method="wB97M-V/def2-TZVPD" lumo_energy_ev=0.64 molar_mass_g_mol=1068.6 smiles=COC[C@H](C)N.COC[C@H](C)N.COC[C@H](C)N.COC[C@H](C)N.COC[C@H](C)N.COC[C@H](C)N.COC[C@H](C)N.COC[C@H](C)N.COC[C@H](C)N.COCCNCCOC.COCCNCCOC homo_lumo_gap_ev=9.06
C -3.25 2.19 2.78 -0.663
O -3.65 1.14 3.75 -0.105
C -4.97 1.38 4.27 -0.579
C -5.07 2.55 5.26 0.345
C -4.12 2.46 6.47 -1.244
N -6.48 2.60 5.74 -0.661
H -2.39 1.72 2.27 -0.353
H -2.98 3.10 3.29 0.508
H -4.07 2.47 2.14 0.464
H -5.69 1.54 3.44 0.180
H -5.26 0.52 4.88 0.327
H -4.88 3.52 4.76 0.342
H -3.11 2.58 6.11 0.279
H -4.41 1.54 6.98 0.286
H -4.30 3.31 7.18 0.347
H -7.23 2.87 5.14 0.242
H -6.70 1.69 6.19 0.254
C -0.13 -3.21 -1.61 -0.137
O 0.32 -2.22 -2.50 -0.033
C 1.79 -2.21 -2.51 -1.233
C 2.23 -1.27 -3.62 2.838
C 1.75 -1.89 -4.88 -1.879
N 3.70 -1.07 -3.55 -0.531
H -1.22 -3.04 -1.38 -0.402
H 0.45 -3.18 -0.66 -0.098
H -0.18 -4.15 -2.00 0.565
H 2.16 -1.81 -1.56 0.055
H 2.13 -3.23 -2.78 0.573
H 1.76 -0.27 -3.42 -1.182
H 1.92 -1.18 -5.70 0.418
H 0.71 -2.07 -4.87 0.316
H 2.36 -2.82 -5.10 0.330
H 3.96 -0.30 -4.13 0.212
H 4.25 -1.85 -3.86 0.251
C 1.03 4.58 0.74 -0.526
O -0.02 3.61 0.80 -0.476
C 0.38 2.29 0.68 -0.119
C 0.19 1.63 -0.66 1.244
C -1.26 1.56 -1.06 -0.620
N 0.62 0.26 -0.47 1.062
H 1.61 4.40 -0.17 0.122
H 1.59 4.55 1.71 0.290
H 0.52 5.54 0.63 0.264
H 1.38 2.13 1.06 0.541
H -0.24 1.69 1.36 -0.830
H 0.78 2.12 -1.39 0.380
H -1.85 1.14 -0.26 -0.287
H -1.37 0.92 -1.92 -0.209
H -1.72 2.54 -1.44 0.356
H 0.05 -0.21 0.23 -0.652
H 0.39 -0.28 -1.35 -0.473
C 3.94 0.25 2.78 -0.284
O 3.24 -0.96 2.94 0.129
C 3.56 -1.92 2.00 -1.091
C 2.61 -3.12 2.20 2.939
C 3.05 -3.89 3.42 -1.683
N 2.45 -3.86 1.01 -0.485
H 4.95 0.24 3.20 0.308
H 3.37 1.11 3.18 0.340
H 4.06 0.42 1.70 -0.419
H 3.43 -1.45 1.01 -0.054
H 4.56 -2.25 2.11 0.561
H 1.67 -2.62 2.40 -1.815
H 2.58 -4.84 3.60 0.458
H 2.98 -3.25 4.30 0.063
H 4.14 -4.14 3.37 0.381
H 1.71 -4.53 1.14 0.297
H 3.28 -4.35 0.79 0.241
C -1.17 -2.17 6.56 -1.153
O -1.29 -1.52 5.33 0.116
C -1.51 -2.33 4.21 -1.782
C -1.59 -1.60 2.85 1.206
C -1.75 -2.74 1.82 -0.556
N -0.50 -0.69 2.49 1.218
H -0.24 -2.72 6.60 0.388
H -1.87 -2.98 6.71 0.465
H -1.22 -1.45 7.43 0.230
H -0.60 -2.88 4.12 0.516
H -2.32 -3.00 4.48 0.508
H -2.47 -0.99 2.94 -0.690
H -0.76 -3.12 1.60 -0.043
H -2.04 -2.41 0.80 -0.536
H -2.49 -3.43 2.13 0.823
H -0.37 -0.07 3.31 0.217
H 0.44 -1.13 2.41 -0.939
C -0.81 1.92 -4.74 -0.618
O 0.55 1.93 -4.52 -0.011
C 1.25 2.96 -5.19 -0.962
C 2.70 2.45 -5.42 0.193
C 3.39 2.19 -4.10 -0.192
N 3.52 3.31 -6.30 -0.740
H -1.03 0.90 -4.95 0.114
H -1.02 2.40 -5.68 0.474
H -1.35 2.35 -3.86 0.074
H 0.76 3.14 -6.11 0.523
H 1.27 3.84 -4.60 0.235
H 2.55 1.52 -5.92 0.347
H 3.45 3.11 -3.39 -0.080
H 4.40 1.90 -4.14 0.332
H 2.83 1.47 -3.62 -0.345
H 3.59 4.27 -5.89 0.182
H 3.15 3.39 -7.20 0.350
C -4.36 0.01 0.65 -0.508
O -4.66 -1.27 -0.01 0.038
C -5.74 -2.02 0.58 -0.676
C -5.98 -3.32 -0.33 0.158
C -4.75 -4.20 -0.31 -1.178
N -6.36 -2.94 -1.71 -0.473
H -4.08 0.63 -0.21 0.228
H -3.60 -0.23 1.38 -0.161
H -5.18 0.45 1.19 0.380
H -5.43 -2.39 1.56 0.250
H -6.64 -1.36 0.58 0.344
H -6.91 -3.79 -0.07 0.592
H -4.78 -4.91 -1.13 0.483
H -4.68 -4.60 0.71 0.405
H -3.84 -3.60 -0.47 -0.143
H -5.72 -2.20 -2.04 0.158
H -7.31 -2.60 -1.71 0.276
C 7.90 3.29 -2.89 -0.808
O 6.71 3.34 -2.19 -0.305
C 6.16 2.12 -1.93 -1.313
C 4.98 2.25 -0.94 1.477
C 5.50 2.57 0.46 -1.448
N 4.30 0.97 -0.93 -0.229
H 7.70 3.02 -3.92 0.311
H 8.61 2.55 -2.46 0.325
H 8.46 4.22 -2.89 0.252
H 5.78 1.54 -2.74 0.474
H 6.89 1.51 -1.43 0.555
H 4.32 3.03 -1.35 -0.160
H 5.84 1.60 0.93 0.204
H 4.72 2.96 1.09 0.290
H 6.27 3.33 0.36 0.470
H 4.37 0.45 -1.75 0.204
H 3.38 1.02 -0.65 -0.289
C -1.12 7.46 -5.18 -0.777
O 0.04 6.72 -4.98 -0.217
C 0.91 7.41 -4.02 -0.925
C 2.25 6.65 -3.98 1.498
C 3.16 7.40 -3.05 -1.820
N 2.83 6.51 -5.37 -0.561
H -1.49 7.78 -4.23 0.325
H -1.84 6.90 -5.79 0.214
H -0.83 8.46 -5.64 0.294
H 1.11 8.47 -4.35 0.352
H 0.37 7.42 -3.06 0.420
H 2.11 5.60 -3.58 -0.600
H 3.33 8.46 -3.21 0.437
H 4.10 6.86 -3.10 0.527
H 2.78 7.30 -2.01 0.343
H 3.41 7.34 -5.45 0.270
H 2.05 6.54 -6.03 0.268
C 2.83 -4.35 9.25 -0.760
O 2.86 -3.01 8.80 -0.285
C 3.62 -2.96 7.59 -0.758
C 3.47 -1.69 6.83 -0.998
N 2.17 -1.57 6.23 0.450
C 1.82 -0.22 5.79 0.064
C 1.08 0.63 6.88 -0.484
O 1.59 0.28 8.14 -0.134
C 1.37 1.29 9.13 -0.851
H 2.57 -4.31 10.33 0.239
H 3.79 -4.89 9.19 0.307
H 2.07 -4.92 8.68 0.287
H 3.38 -3.76 6.86 0.344
H 4.71 -3.13 7.83 0.424
H 4.24 -1.65 6.08 0.450
H 3.71 -0.90 7.52 0.564
H 1.57 -1.84 7.01 0.090
H 1.37 -0.17 4.82 -0.665
H 2.83 0.16 5.72 0.521
H -0.07 0.47 6.82 0.081
H 1.24 1.78 6.61 0.344
H 0.30 1.41 9.38 0.293
H 1.73 2.33 8.83 0.309
H 1.91 0.99 10.01 0.253
C -3.55 -7.08 -8.40 -0.769
O -4.08 -6.02 -7.59 -0.339
C -5.39 -6.36 -7.13 -0.484
C -5.78 -5.20 -6.29 -0.615
N -4.72 -4.82 -5.37 -0.298
C -4.92 -3.42 -4.82 -1.258
C -3.95 -2.93 -3.77 0.284
O -4.30 -1.61 -3.53 -0.508
C -3.39 -0.87 -2.71 0.327
H -2.46 -7.02 -8.45 0.254
H -4.05 -7.00 -9.36 0.276
H -3.74 -8.07 -7.96 0.316
H -5.31 -7.31 -6.52 0.375
H -6.09 -6.36 -7.95 0.354
H -6.63 -5.50 -5.71 0.354
H -6.09 -4.34 -6.96 0.287
H -3.89 -4.87 -5.95 0.304
H -5.92 -3.40 -4.45 0.456
H -4.86 -2.70 -5.61 0.378
H -2.94 -3.00 -4.07 0.657
H -4.02 -3.61 -2.87 -0.363
H -3.45 -1.18 -1.70 -0.633
H -3.79 0.19 -2.68 0.257
H -2.40 -0.78 -3.25 0.220

(b)
201
Properties=species:S:1:pos:R:3:mulliken_charge:R:1 method="wB97M-V/def2-TZVPD" lumo_energy_ev=0.51 molar_mass_g_mol=1068.6 smiles=COC[C@H](C)N.COC[C@H](C)N.COC[C@H](C)N.COC[C@H](C)N.COC[C@H](C)N.COC[C@H](C)N.COC[C@H](C)N.COC[C@H](C)N.COC[C@H](C)N.COCCNCCOC.COCCNCCOC homo_lumo_gap_ev=9.04
C -0.36 3.43 1.68 -0.004
O -0.17 4.79 2.04 -0.456
C -1.26 5.30 2.87 -0.468
C -0.76 6.75 3.21 0.448
C 0.54 6.70 4.02 -1.447
N -1.72 7.42 4.14 -0.702
H -1.36 3.31 1.26 0.308
H -0.16 2.77 2.52 -0.256
H 0.28 3.21 0.82 0.158
H -2.23 5.22 2.39 0.345
H -1.35 4.71 3.78 0.170
H -0.62 7.35 2.31 0.264
H 0.40 6.15 4.96 0.346
H 0.91 7.71 4.23 0.451
H 1.38 6.23 3.50 0.276
H -1.51 8.37 4.39 0.250
H -2.64 7.46 3.73 0.207
C -3.48 -3.59 -0.16 -0.140
O -4.45 -3.95 0.79 -0.507
C -3.92 -4.15 2.12 -1.094
C -3.95 -2.86 3.05 2.952
C -3.50 -3.20 4.41 -2.121
N -5.31 -2.32 3.11 -0.648
H -2.98 -4.49 -0.51 0.340
H -2.79 -2.82 0.19 -0.157
H -3.96 -3.08 -1.00 0.127
H -4.67 -4.81 2.54 0.401
H -3.00 -4.74 2.14 0.277
H -3.32 -2.09 2.60 -1.232
H -2.50 -3.61 4.43 0.372
H -4.14 -3.98 4.81 0.416
H -3.53 -2.33 5.07 0.448
H -5.72 -2.50 2.20 0.257
H -5.89 -2.99 3.60 0.333
C -6.70 3.97 2.21 -0.832
O -6.03 2.75 2.57 -0.422
C -4.60 2.84 2.49 -0.950
C -4.02 1.38 2.54 2.028
C -4.67 0.46 1.53 -1.434
N -4.44 0.77 3.79 -0.646
H -6.65 4.12 1.13 0.323
H -6.24 4.90 2.55 0.302
H -7.73 3.90 2.54 0.272
H -4.14 3.33 1.63 0.533
H -4.33 3.43 3.37 0.487
H -2.94 1.24 2.53 -0.761
H -4.10 -0.46 1.40 0.009
H -4.64 0.99 0.57 0.516
H -5.73 0.24 1.69 0.341
H -5.31 1.27 3.91 0.412
H -4.76 -0.14 3.50 -0.178
C 0.22 -0.10 1.49 -0.089
O -0.13 0.58 0.32 0.377
C -1.13 -0.08 -0.48 -0.523
C -0.50 -1.34 -1.12 2.318
C 0.72 -1.02 -2.04 -0.196
N -1.50 -1.97 -1.92 0.201
H 0.84 0.62 2.02 -0.470
H 0.83 -0.96 1.21 0.219
H -0.63 -0.40 2.10 0.222
H -2.05 -0.38 0.02 -0.898
H -1.50 0.64 -1.22 0.209
H -0.23 -2.06 -0.34 -1.011
H 1.56 -0.63 -1.47 0.262
H 0.62 -0.28 -2.83 -1.174
H 1.10 -1.98 -2.41 0.471
H -1.65 -1.43 -2.76 0.185
H -1.18 -2.84 -2.32 0.044
C 4.57 1.21 -2.51 -0.759
O 3.34 1.96 -2.37 -0.421
C 2.52 1.74 -3.54 0.679
C 1.34 2.67 -3.64 0.297
C 0.32 2.48 -2.49 -0.707
N 0.70 2.82 -4.94 -0.495
H 5.28 1.32 -1.70 0.316
H 5.17 1.54 -3.36 0.290
H 4.31 0.16 -2.66 0.273
H 3.16 1.93 -4.40 0.340
H 2.25 0.70 -3.74 -0.796
H 1.62 3.71 -3.47 0.413
H -0.19 3.41 -2.24 0.484
H 0.70 2.01 -1.59 -0.083
H -0.39 1.80 -2.96 -0.041
H 1.43 3.06 -5.59 0.102
H 0.04 3.58 -4.90 0.287
C 2.05 2.74 4.07 -0.432
O 3.30 2.95 4.68 -0.458
C 3.23 2.91 6.12 -0.476
C 4.57 3.30 6.64 0.442
C 5.74 2.55 6.04 -1.084
N 4.52 3.16 8.10 -0.777
H 1.31 3.46 4.43 0.246
H 1.67 1.72 4.17 0.212
H 2.18 3.00 3.02 0.305
H 2.41 3.47 6.58 0.408
H 3.05 1.88 6.43 0.028
H 4.66 4.36 6.40 0.336
H 5.82 2.76 4.97 0.267
H 5.59 1.51 6.32 0.032
H 6.69 2.93 6.42 0.453
H 4.07 2.27 8.26 0.299
H 3.85 3.78 8.52 0.306
C -4.19 1.49 -7.50 -0.880
O -3.14 1.01 -6.64 -0.279
C -2.79 -0.34 -6.85 -0.925
C -1.55 -0.70 -5.95 0.502
C -1.10 -2.15 -5.90 -0.635
N -1.75 -0.43 -4.57 -0.303
H -4.30 2.55 -7.30 0.268
H -5.18 1.04 -7.52 0.332
H -4.00 1.44 -8.57 0.345
H -3.66 -0.96 -6.65 0.389
H -2.43 -0.62 -7.84 0.416
H -0.68 -0.11 -6.23 0.169
H -0.24 -2.24 -5.23 0.132
H -0.67 -2.46 -6.86 0.485
H -1.84 -2.83 -5.49 -0.230
H -0.90 -0.07 -4.16 -0.487
H -2.34 0.38 -4.67 0.311
C -1.63 -2.71 7.95 -0.960
O -1.90 -1.92 6.75 -0.304
C -1.78 -0.50 6.91 -0.917
C -1.09 0.26 5.74 0.322
C -1.56 1.81 5.69 -1.011
N -1.56 -0.36 4.55 -0.127
H -1.62 -3.79 7.83 0.284
H -2.24 -2.51 8.83 0.352
H -0.58 -2.61 8.22 0.358
H -2.82 -0.20 6.91 0.237
H -1.33 -0.22 7.86 0.559
H 0.00 0.25 5.76 0.313
H -1.02 2.39 6.44 0.517
H -2.63 2.01 5.68 0.379
H -1.19 2.23 4.76 -0.164
H -2.49 0.00 4.38 -0.057
H -1.69 -1.32 4.82 0.093
C 4.73 -1.34 6.25 -0.686
O 5.35 -1.23 4.96 -0.426
C 4.49 -0.58 4.02 0.054
C 5.22 -0.18 2.77 0.403
C 4.34 0.23 1.54 -0.888
N 6.02 -1.29 2.24 -0.656
H 5.45 -1.45 7.06 0.271
H 4.19 -2.29 6.34 0.331
H 4.05 -0.53 6.50 0.152
H 3.67 -1.30 3.92 0.454
H 4.09 0.36 4.39 -0.281
H 5.78 0.71 3.06 0.136
H 3.54 0.88 1.89 -0.007
H 3.72 -0.55 1.09 0.373
H 4.86 0.80 0.77 0.236
H 6.76 -1.69 2.80 0.275
H 5.48 -2.10 1.96 0.247
C 3.79 3.05 -7.11 -0.127
O 4.33 2.21 -8.06 -0.434
C 5.46 1.47 -7.60 -0.032
C 5.91 0.40 -8.56 -0.950
N 5.19 -0.86 -8.23 -0.405
C 3.74 -0.75 -8.38 0.050
C 2.99 -1.99 -7.97 -0.821
O 2.90 -2.32 -6.57 -0.491
C 2.60 -1.32 -5.58 -0.407
H 4.55 3.56 -6.52 0.344
H 3.22 2.46 -6.39 -0.377
H 3.05 3.74 -7.51 0.424
H 5.19 1.03 -6.64 -0.006
H 6.34 2.03 -7.28 0.547
H 6.98 0.20 -8.57 0.384
H 5.81 0.66 -9.61 0.332
H 5.44 -1.20 -7.30 0.289
H 3.44 -0.39 -9.37 0.364
H 3.27 -0.02 -7.72 -0.047
H 3.30 -2.86 -8.56 0.386
H 1.93 -1.85 -8.22 0.287
H 1.64 -0.89 -5.87 0.160
H 3.36 -0.54 -5.64 0.269
H 2.44 -1.76 -4.59 0.318
C -5.40 -4.92 -3.46 -0.767
O -4.22 -5.66 -3.28 -0.378
C -3.17 -5.23 -4.15 -0.473
C -1.80 -5.75 -3.78 -0.904
N -1.33 -5.15 -2.47 0.200
C -0.08 -5.78 -2.09 -1.011
C 0.43 -5.17 -0.80 0.369
O -0.48 -5.46 0.26 -0.320
C -0.08 -4.89 1.43 -0.617
H -5.31 -3.84 -3.35 0.287
H -6.12 -5.33 -2.76 0.266
H -5.80 -5.16 -4.45 0.366
H -3.14 -4.15 -4.32 0.198
H -3.37 -5.70 -5.11 0.468
H -1.13 -5.40 -4.57 0.455
H -1.84 -6.83 -3.80 0.399
H -2.01 -5.31 -1.74 -0.082
H 0.71 -5.62 -2.82 0.490
H -0.21 -6.85 -1.92 0.349
H 0.46 -4.09 -0.93 -0.440
H 1.48 -5.41 -0.64 0.565
H -0.57 -5.20 2.35 0.264
H -0.23 -3.82 1.32 0.072
H 0.97 -5.09 1.67 0.373

Stability, lowest: (b)